1.
# C4H9NOS

A 2-piece molecular cluster, C4H9NOS overall (ωB97M-V with the def2-TZVPD basis set, the Open Molecules 2025 dataset).

Results
Spin multiplicity   3
LUMO energy (spin up / spin down)   0.695 / -0.429 eV
Kohn-Sham gap (spin up / spin down)   8.0 / 10.1 eV

Atoms and positions in Å:
1 C -0.19 0.59 0.56
2 C 1.29 -1.44 0.15
3 C 1.81 -0.35 -0.77
4 C 1.15 0.05 0.51
5 N -3.99 0.65 1.24
6 O -4.02 -0.18 -1.18
7 S -3.47 -0.55 0.13
8 H -0.44 1.48 1.18
9 H -1.08 0.13 0.08
10 H 0.36 -1.94 -0.22
11 H 1.97 -1.82 0.88
12 H 2.96 -0.25 -0.89
13 H 1.30 -0.20 -1.71
14 H 1.82 0.61 1.20
15 H -3.99 0.40 2.21
16 H -4.85 1.03 0.77

=====

2.
# C4H9NOS

One molecule with the formula C4H9NOS (ωB97M-V with the def2-TZVPD basis set, the Open Molecules 2025 dataset).

Results
Spin multiplicity   3
LUMO energy (spin up / spin down)   1.031 / -0.495 eV
Kohn-Sham gap (spin up / spin down)   9.4 / 9.2 eV

Atoms and positions in Å:
1 C -0.45 -0.92 -0.50
2 C 1.03 -0.71 -0.09
3 C -1.41 -0.63 0.69
4 C 1.59 1.65 0.08
5 N 1.17 0.41 0.75
6 O -3.20 0.17 -1.07
7 S -2.97 0.25 0.39
8 H -0.67 -0.28 -1.44
9 H -0.53 -1.92 -0.91
10 H 1.23 -1.60 0.49
11 H 1.59 -0.72 -1.01
12 H -1.79 -1.44 1.38
13 H -0.84 -0.06 1.38
14 H 2.68 1.69 0.20
15 H 1.30 1.57 -0.92
16 H 1.26 2.54 0.58

=====

Most stable structure, least stable structure: 2, 1.